[1]
{"formula": "C5H4F5N2", "method": "ωB97M-V/def2-TZVPD", "symbols": ["C", "C", "C", "C", "C", "N", "N", "F", "F", "F", "F", "F", "H", "H", "H", "H"], "coordinates": [[1.412, 0.889, -0.716], [1.606, -1.267, 0.063], [0.264, 1.329, 0.173], [-0.539, 0.189, 0.728], [-1.799, -0.093, -0.164], [2.015, -0.218, -0.533], [0.331, -1.380, 0.231], [2.479, -2.275, 0.147], [-0.905, 0.131, 1.972], [-1.322, -0.203, -1.379], [-2.390, -1.247, 0.262], [-2.729, 0.837, -0.119], [1.801, 1.530, -1.574], [0.515, 2.016, 1.042], [-0.422, 1.902, -0.410], [-0.316, -2.138, 0.277]], "forces_ev_per_a": [[0.94, 0.51, 0.09], [-1.15, -3.72, 0.06], [0.70, 0.44, 1.59], [-0.72, -2.78, -2.65], [-0.20, -0.91, 1.44], [1.97, 3.60, -1.96], [-1.13, 2.61, 2.10], [-1.49, 1.28, 0.49], [1.00, 0.13, 0.58], [-0.33, -0.31, -1.24], [0.73, 0.63, -0.64], [0.33, 0.43, 0.10], [-0.76, -0.66, 1.29], [0.36, -0.74, -1.03], [-0.46, 0.61, -0.62], [0.22, -1.12, 0.40]], "energy_ev": -21807.9947, "total_charge": 1, "orbital_gap_ev": 10.224}

***

[2]
{"formula": "C2H4AlF3O2S", "method": "ωB97M-V/def2-TZVPD", "symbols": ["C", "H", "H", "H", "Al", "H", "S", "O", "O", "C", "F", "F", "F"], "coordinates": [[-1.805, -1.170, -1.739], [-2.700, -1.112, -1.111], [-2.186, -0.859, -2.729], [-1.467, -2.212, -1.594], [-1.239, 0.670, 0.696], [-0.931, -0.484, -1.518], [0.853, 1.748, 0.895], [0.202, 1.127, -0.372], [-0.226, 1.427, 1.961], [2.144, 0.437, 1.301], [3.304, 0.812, 0.786], [2.254, 0.349, 2.618], [1.796, -0.735, 0.806]], "forces_ev_per_a": [[0.69, 0.39, 0.62], [-0.56, 0.27, 0.60], [0.30, -0.17, 0.28], [0.01, 0.50, -0.34], [1.00, -0.73, -1.62], [-0.54, -0.51, -0.21], [3.59, 2.05, -0.22], [-2.14, -0.47, 0.88], [-2.44, -1.13, -0.15], [2.38, -1.09, 0.89], [-1.06, 0.25, -0.04], [-0.55, 0.40, -0.56], [-0.68, 0.25, -0.13]], "energy_ev": -31796.1870, "total_charge": 2, "orbital_gap_ev": 6.456}

***

| no. | lowest unoccupied orbital energy (eV) |
| --- | --- |
| 1 | -6.1 |
| 2 | -14.5 |